# C38H52N3OP2Pb

C38H52N3OP2Pb as an isolated structure at a distorted geometry (ωB97M-V/def2-TZVPD, OMol25).

ΔE to the lowest compared entry with this formula, charge and spin: 5.6 kJ/mol
Frontier orbital gap (alpha / beta): 4.7416 / 6.1757 eV
DFT total energy: -2593.241100 Ha
HOMO (alpha / beta): -16.18 / -16.23 eV
Total charge: +3

Positions of all 97 atoms, in Å:
Pb  -0.138  0.053  0.815
P  -0.139  -2.789  0.363
P  0.871  2.391  -0.505
O  2.804  0.071  2.873
N  1.552  -0.668  -1.088
N  -1.479  0.321  -1.119
N  -2.108  0.676  2.597
C  -1.765  0.948  -3.663
C  -1.081  -5.122  -1.088
C  -1.086  -2.909  -2.282
C  -1.292  -3.623  -0.891
C  -1.725  3.444  -0.104
C  -2.827  1.121  -6.236
C  1.988  0.283  2.101
C  -2.576  0.747  6.072
C  -0.962  0.432  7.846
C  1.008  -2.906  2.941
C  -1.447  0.716  -2.277
C  2.585  -0.065  -3.180
C  1.989  -1.930  -1.279
C  1.687  0.219  -2.125
C  3.162  -1.303  -3.259
C  -0.042  -3.622  2.078
C  2.866  -2.269  -2.310
C  -1.427  1.251  -5.998
C  0.099  5.110  0.053
C  1.539  -3.046  -0.374
C  -0.570  4.142  -2.200
C  2.826  3.634  1.100
C  0.306  -5.112  1.957
C  -1.869  0.644  3.725
C  2.689  3.031  -0.314
C  -3.151  0.744  -3.855
C  1.214  1.567  -1.979
C  0.060  0.272  6.901
C  -1.549  0.587  5.120
C  -2.730  -3.329  -0.462
C  -3.643  0.867  -5.126
C  -1.429  -3.457  2.720
C  3.674  1.856  -0.420
C  2.993  4.050  -1.436
C  -0.224  0.366  5.538
C  -2.281  0.668  7.428
C  -0.912  1.157  -4.731
C  -0.366  3.867  -0.715
H  -0.992  3.253  -2.709
H  -1.911  -3.220  -2.958
H  3.894  3.700  1.373
H  -1.626  3.175  0.963
H  1.068  -3.431  3.900
H  2.740  0.699  -3.954
H  -1.675  -5.436  -1.945
H  1.519  -4.023  -0.929
H  3.246  -3.294  -2.338
H  1.086  0.074  7.231
H  -0.757  1.428  -6.844
H  3.764  1.502  -1.462
H  -3.204  1.219  -7.260
H  -3.085  0.791  8.156
H  -2.202  -4.025  2.179
H  -0.095  -3.173  -2.749
H  2.013  -2.908  2.495
H  0.570  0.277  4.797
H  2.368  3.918  -2.341
H  -3.595  0.932  5.716
H  1.183  -5.307  1.306
H  -2.904  -2.248  -0.346
H  2.902  5.095  -1.088
H  0.172  1.221  -4.532
H  3.388  1.016  0.227
H  0.344  4.447  -2.726
H  -0.692  5.863  -0.007
H  2.284  -3.217  0.463
H  -0.040  -5.402  -1.292
H  3.808  -1.564  -4.092
H  -0.735  0.376  8.913
H  -4.715  0.767  -5.329
H  -3.411  -3.709  -1.222
H  4.672  2.204  -0.108
H  -2.401  4.301  -0.186
H  1.116  2.177  -2.899
H  0.723  -1.868  3.163
H  -1.740  -2.398  2.762
H  -1.387  -3.842  3.743
H  2.327  3.005  1.866
H  -2.174  2.594  -0.633
H  -0.546  -5.712  1.582
H  1.014  5.556  -0.353
H  4.041  3.902  -1.758
H  2.403  4.655  1.158
H  -2.967  -3.827  0.474
H  -3.787  0.487  -3.020
H  0.246  4.878  1.122
H  -1.305  4.957  -2.299
H  -1.151  -1.785  -2.147
H  0.548  -5.484  2.957
H  -1.435  -5.685  -0.226

***

# C3H8OS2

A 2-piece molecular cluster, C3H8OS2 overall at a distorted geometry (ωB97M-V/def2-TZVPD, OMol25).

ΔE to the lowest compared entry with this formula, charge and spin: 26.2 kJ/mol
Frontier orbital gap: 9.2167 eV
DFT total energy: -990.700635 Ha
HOMO: -8.70 eV
Total charge: 0
SMILES string: C1CSCS1.O

Positions of all 14 atoms, in Å:
S  0.045  -0.340  2.854
S  1.658  0.323  0.485
O  -1.469  0.675  -4.768
C  1.262  0.730  2.240
C  -0.804  -0.426  1.244
C  0.286  -0.835  0.261
H  0.551  -1.880  0.510
H  1.110  1.827  2.217
H  -0.625  1.062  -5.091
H  -1.272  0.572  1.140
H  -0.043  -0.813  -0.796
H  -1.613  -1.161  1.417
H  -1.250  -0.262  -4.561
H  2.164  0.529  2.849

***

# C24H24BrIO3

One molecule with the formula C24H24BrIO3 at a distorted geometry (ωB97M-V/def2-TZVPD, OMol25).

Frontier orbital gap: 8.6330 eV
DFT total energy: -4026.339117 Ha
HOMO: -9.30 eV
Total charge: 0
SMILES string: CC[C@@H](Br)c1cc2c(c(C[C@H]3CO3)c1CCCI)C(=O)c1c(C)cccc1C2=O

Positions of all 53 atoms, in Å:
I  5.799  -2.306  -0.228
Br  1.529  -3.956  1.006
O  -2.304  2.238  -0.834
O  1.715  3.252  -2.198
O  -2.544  -0.530  3.038
C  5.048  -0.517  -1.105
C  2.524  -0.368  -1.133
C  -1.064  0.356  -0.044
C  -4.637  0.376  -1.132
C  0.507  2.749  -1.725
C  0.123  0.414  -0.776
C  -3.574  0.331  -0.226
C  -3.660  -0.440  0.937
C  -4.569  1.168  -2.409
C  -5.857  -1.128  0.337
C  0.178  1.269  -2.016
C  -2.469  -0.473  1.832
C  2.591  -1.944  2.715
C  -0.095  -1.187  1.517
C  -2.306  1.095  -0.430
C  2.189  -2.101  1.249
C  1.093  -1.174  0.790
C  2.822  -0.477  3.142
C  3.813  0.048  -0.398
C  -5.770  -0.374  -0.824
C  1.226  -0.363  -0.344
C  1.522  3.075  -0.710
C  -4.802  -1.166  1.234
C  -1.168  -0.432  1.105
H  0.923  0.929  -2.725
H  -6.761  -1.688  0.535
H  1.482  4.056  -0.255
H  3.498  -2.524  2.875
H  5.873  0.189  -1.109
H  -0.801  1.300  -2.490
H  -4.859  -1.748  2.144
H  4.808  -0.714  -2.147
H  3.929  1.132  -0.444
H  3.873  -0.313  3.378
H  3.046  -2.081  0.592
H  -5.224  0.712  -3.150
H  2.518  0.240  2.383
H  1.799  -2.372  3.326
H  2.265  -0.265  4.053
H  -4.821  2.214  -2.254
H  -6.598  -0.378  -1.521
H  2.459  0.274  -2.004
H  3.805  -0.215  0.655
H  -0.196  -1.808  2.397
H  -3.562  1.139  -2.821
H  2.367  2.440  -0.503
H  2.661  -1.384  -1.521
H  -0.342  3.430  -1.761

***

> The highest total charge belongs to which entry?

C38H52N3OP2Pb